(1)
{
  "formula": "C26H24BrMnN7O9S2",
  "method": "the ωB97M-V functional and the def2-TZVPD basis",
  "elements": ["Mn", "N", "C", "C", "C", "C", "C", "C", "S", "O", "O", "N", "C", "N", "C", "C", "C", "N", "H", "H", "H", "H", "H", "H", "H", "H", "H", "O", "C", "O", "C", "C", "C", "C", "C", "C", "N", "O", "O", "N", "O", "O", "H", "H", "H", "Br", "C", "C", "C", "C", "N", "C", "H", "H", "H", "H", "O", "S", "C", "C", "C", "C", "H", "H", "H", "H", "H", "H", "H", "H"],
  "coordinates": [[0.44536, 1.25781, 0.52654], [3.20710, 1.89989, -6.37134], [3.11997, 1.84107, -5.02376], [3.72086, 2.83222, -4.22120], [3.64346, 2.76669, -2.85228], [2.94502, 1.71425, -2.25392], [2.34055, 0.72770, -3.03027], [2.42620, 0.78763, -4.39925], [2.89065, 1.63814, -0.53065], [4.15046, 1.88593, 0.06997], [2.16670, 0.36880, -0.14989], [1.72661, 2.60660, 0.05456], [0.96197, 3.61426, -0.45550], [-0.33391, 3.30703, -0.19851], [-1.25631, 4.19035, -0.57004], [-0.88886, 5.36227, -1.20710], [0.46201, 5.54623, -1.46222], [1.40317, 4.67731, -1.09179], [3.73515, 2.62222, -6.82503], [2.81774, 1.17526, -6.94593], [4.26124, 3.64320, -4.69196], [4.12215, 3.52174, -2.24260], [1.81371, -0.09074, -2.55865], [1.96661, 0.01440, -5.00122], [-2.28974, 3.94044, -0.36549], [-1.62290, 6.09141, -1.51317], [0.81186, 6.42684, -1.98792], [-2.26137, 0.08376, 1.86183], [-1.59218, -0.67869, 1.19861], [-0.50338, -0.30853, 0.54336], [-1.96915, -2.09544, 0.93783], [-1.09121, -3.05854, 0.25793], [-1.66311, -4.32637, -0.42140], [-2.92117, -4.74959, 0.25253], [-3.57313, -3.91571, 1.06530], [-3.15661, -2.55525, 1.35321], [-4.85488, -4.35592, 1.65648], [-5.45475, -3.54544, 2.33310], [-5.19260, -5.50364, 1.47299], [0.48942, -5.82439, -0.85645], [-0.08561, -6.58627, -1.59486], [1.68762, -5.63458, -0.79144], [0.53352, -1.89237, -0.13985], [-3.33595, -5.72347, 0.02397], [-3.83411, -1.90797, 1.89105], [-0.81730, -3.48900, -4.43392], [-0.83512, -3.54394, -2.53615], [-1.85875, -4.17354, -1.88898], [-0.36667, -5.07706, 0.10842], [0.18725, -3.77616, 0.63039], [0.13551, -2.76331, -0.48135], [0.24550, -2.96118, -1.90255], [-2.70307, -4.61462, -2.39123], [-0.58581, -5.78182, 0.90834], [0.89486, -3.59287, 1.42494], [1.14032, -2.57580, -2.35470], [0.30068, 1.62445, 2.43434], [-0.20113, 2.83422, 3.25228], [0.87106, 2.79026, 4.71137], [0.25121, 1.76743, 5.65274], [-1.24491, 2.06061, 5.62829], [-1.64351, 2.17938, 4.15791], [0.85677, 3.79853, 5.13082], [1.87451, 2.56723, 4.35280], [0.67335, 1.85830, 6.65251], [0.45489, 0.75849, 5.28992], [-1.44515, 2.99749, 6.15220], [-1.83297, 1.28237, 6.11233], [-2.50128, 2.82177, 3.96896], [-1.81842, 1.21821, 3.67474]],
  "atomic_forces_ev_per_a": [[0.31, 0.23, 0.32], [-0.02, 0.04, -0.02], [0.00, -0.02, 0.05], [0.00, 0.00, 0.01], [0.06, 0.02, -0.04], [0.10, 0.07, 0.23], [-0.19, -0.09, 0.00], [0.01, 0.03, 0.00], [-0.06, 0.03, -0.41], [-0.07, -0.04, -0.05], [-0.11, 0.10, 0.00], [0.57, -0.05, 0.61], [-0.76, 0.23, -0.50], [0.23, -0.15, -0.07], [-0.02, 0.02, -0.05], [-0.01, -0.02, 0.01], [-0.05, 0.06, -0.03], [0.17, -0.18, 0.13], [0.01, -0.01, 0.00], [0.01, -0.01, 0.00], [0.00, 0.00, 0.00], [0.01, -0.01, -0.01], [-0.01, -0.03, -0.02], [0.00, -0.01, 0.01], [0.00, 0.00, 0.00], [-0.01, -0.01, 0.00], [0.00, 0.00, 0.00], [0.15, -0.11, 0.00], [-0.64, 0.10, -0.25], [0.13, -0.27, -0.15], [0.10, 0.02, 0.24], [0.00, -0.18, -0.05], [-0.04, 0.18, -0.21], [-0.08, 0.06, 0.05], [0.05, -0.10, -0.15], [0.03, 0.15, -0.03], [0.18, -0.20, 0.28], [-0.05, 0.06, -0.09], [-0.07, 0.06, -0.10], [-0.09, 0.15, -0.10], [0.05, -0.07, 0.04], [0.01, -0.06, 0.05], [-0.02, 0.07, -0.13], [-0.01, 0.00, -0.01], [-0.01, 0.01, -0.01], [0.00, 0.01, 0.09], [0.01, 0.00, 0.06], [-0.06, -0.04, 0.06], [0.18, 0.02, 0.14], [-0.13, -0.14, 0.06], [0.04, -0.02, 0.12], [0.06, 0.22, -0.21], [-0.02, 0.01, 0.01], [-0.01, -0.03, 0.00], [0.00, -0.04, 0.00], [0.04, -0.09, 0.01], [0.02, -0.03, 0.06], [-0.01, -0.02, 0.12], [-0.06, 0.04, -0.09], [0.01, -0.03, 0.02], [0.00, 0.03, 0.02], [0.08, 0.05, -0.02], [-0.02, 0.00, 0.00], [0.00, 0.01, -0.01], [0.01, -0.01, 0.00], [-0.01, 0.00, 0.01], [-0.01, -0.01, 0.00], [0.01, -0.01, 0.00], [0.03, 0.04, 0.00], [-0.01, -0.01, -0.01]],
  "mulliken_spin": [3.962, 0.000, 0.000, 0.001, 0.001, 0.012, -0.005, 0.000, 0.000, -0.012, -0.011, -0.081, -0.021, 0.011, 0.010, 0.003, 0.000, 0.001, 0.000, 0.000, 0.000, 0.000, 0.001, 0.000, 0.001, 0.001, 0.000, 0.013, 0.003, 0.030, -0.001, 0.012, 0.001, 0.000, 0.001, -0.002, 0.000, 0.000, 0.000, 0.000, 0.000, 0.000, 0.005, 0.000, 0.001, 0.000, 0.001, 0.000, 0.000, -0.003, 0.000, -0.002, 0.000, 0.000, 0.000, 0.000, 0.053, 0.010, 0.003, -0.001, 0.000, 0.005, 0.001, -0.001, 0.000, 0.000, 0.000, 0.001, 0.000, -0.001],
  "s2": 6.065,
  "lumo_ha": [-0.1881, -0.1372],
  "fmax_ev_per_a": 0.938,
  "orbital_gap_ev": [3.479, 4.869],
  "total_charge": 1,
  "e_homo_ev": [-8.598, -8.601],
  "multiplicity": 5,
  "de_lowest_kj_mol": 484.16,
  "molar_mass_da": 777.494
}


(2)
{
  "formula": "C26H24ClFeN6O5",
  "method": "the ωB97M-V functional and the def2-TZVPD basis",
  "elements": ["Fe", "C", "C", "C", "C", "C", "C", "C", "N", "C", "N", "C", "C", "C", "C", "C", "C", "C", "N", "C", "C", "C", "C", "C", "C", "C", "H", "H", "H", "H", "H", "H", "H", "H", "H", "H", "H", "H", "H", "H", "H", "H", "H", "H", "H", "H", "H", "H", "O", "Cl", "O", "O", "O", "N", "C", "O", "C", "C", "N", "C", "N", "H", "H"],
  "coordinates": [[-0.22559, 0.03960, -0.27723], [4.00773, -4.22802, 0.59949], [3.22958, -5.04136, -0.39560], [3.30210, -6.43153, -0.41211], [2.56337, -7.18196, -1.31413], [1.73749, -6.55323, -2.23458], [1.66332, -5.16989, -2.24796], [2.39843, -4.42549, -1.33316], [2.29581, -3.00040, -1.35412], [1.20275, -2.30659, -0.95236], [0.23075, -3.02059, -0.34237], [-1.12093, -2.64917, -0.21658], [-1.52733, -1.31642, -0.25908], [-2.89040, -1.02308, -0.17052], [-3.81816, -2.03837, -0.01552], [-3.38829, -3.35644, 0.06814], [-2.04791, -3.68824, -0.03232], [-1.59708, -5.12158, 0.05365], [1.08849, -1.01843, -1.14138], [2.10090, -0.35395, -1.91568], [1.85878, -0.14187, -3.26747], [2.79910, 0.50678, -4.04864], [3.98269, 0.94293, -3.47040], [4.21493, 0.73426, -2.12074], [3.28181, 0.08945, -1.30988], [3.53103, -0.08615, 0.16119], [4.55429, -4.87585, 1.28191], [3.34653, -3.59043, 1.18892], [4.72911, -3.57266, 0.10717], [3.94359, -6.93022, 0.30386], [2.63430, -8.26156, -1.29910], [1.16463, -7.13356, -2.94530], [1.04096, -4.65157, -2.96753], [3.08110, -2.44927, -1.66788], [0.43235, -4.00134, -0.22967], [-3.21690, 0.00650, -0.21081], [-4.87273, -1.80570, 0.04953], [-4.11176, -4.15065, 0.20794], [-2.45100, -5.78071, 0.19524], [-0.91683, -5.28282, 0.89556], [-1.08191, -5.44345, -0.85616], [0.92103, -0.47982, -3.69039], [2.60563, 0.67558, -5.09941], [4.72358, 1.45537, -4.06995], [5.13341, 1.09062, -1.67064], [4.54871, 0.20713, 0.41394], [3.37870, -1.11756, 0.48254], [2.86108, 0.53249, 0.75564], [-2.58921, 2.34865, -1.61013], [-1.36304, 2.31448, -0.91188], [-0.81099, 3.58547, -0.67392], [-1.49499, 1.54032, 0.34966], [-0.37616, 1.44945, -1.66076], [-1.23943, -0.55397, 2.84912], [-0.07397, 0.04807, 2.55171], [0.47802, -0.18427, 1.39218], [0.57629, 0.85935, 3.47546], [1.80337, 1.48170, 3.13869], [2.80559, 1.97655, 2.85670], [-0.01394, 1.04315, 4.75096], [-0.57126, 1.12665, 5.75741], [-1.75233, -1.00671, 2.11073], [-1.72052, -0.30621, 3.69815]],
  "atomic_forces_ev_per_a": [[0.33, 0.54, 0.19], [0.00, 0.01, 0.00], [-0.02, -0.01, 0.01], [-0.01, 0.01, 0.00], [0.00, -0.01, 0.00], [0.00, 0.00, -0.01], [0.01, -0.01, -0.01], [0.03, 0.03, 0.00], [-0.01, 0.01, 0.01], [0.08, -0.03, -0.02], [0.01, -0.02, 0.00], [-0.14, 0.05, 0.05], [-0.16, -0.12, -0.09], [0.04, -0.05, -0.04], [0.01, 0.02, 0.00], [-0.03, -0.04, 0.01], [0.02, 0.02, -0.02], [0.00, -0.01, -0.01], [0.00, -0.18, -0.05], [0.00, 0.05, 0.05], [0.01, -0.01, -0.01], [0.00, 0.00, -0.01], [0.00, 0.00, -0.02], [-0.03, 0.00, 0.03], [-0.04, 0.02, -0.04], [0.05, 0.02, -0.03], [0.00, 0.00, 0.00], [-0.01, 0.01, 0.01], [0.00, 0.00, 0.00], [0.00, 0.00, 0.00], [0.00, 0.00, 0.00], [0.00, 0.00, 0.00], [0.00, 0.00, 0.00], [0.00, 0.00, -0.01], [0.00, 0.00, 0.01], [-0.05, -0.03, 0.00], [0.00, 0.00, 0.00], [0.00, 0.00, 0.00], [0.00, 0.00, 0.01], [0.00, -0.01, 0.00], [0.00, 0.00, 0.00], [-0.01, 0.00, 0.01], [0.00, 0.00, 0.00], [0.00, 0.00, 0.00], [0.00, 0.00, 0.00], [0.00, -0.02, -0.01], [-0.02, -0.03, 0.03], [-0.02, -0.01, 0.00], [-0.01, 0.00, 0.04], [0.00, -0.05, -0.05], [0.00, 0.00, -0.03], [0.02, 0.02, -0.05], [-0.12, -0.06, 0.00], [-0.03, -0.01, -0.03], [0.00, 0.01, -0.01], [0.07, -0.10, 0.07], [-0.04, -0.02, 0.04], [0.02, -0.02, 0.01], [-0.01, 0.00, -0.01], [0.02, -0.01, -0.01], [-0.01, 0.01, 0.00], [0.00, 0.00, 0.00], [0.00, 0.00, 0.00]],
  "mulliken_spin": [1.070, 0.000, 0.000, 0.000, 0.000, 0.000, -0.001, 0.002, 0.001, 0.008, 0.010, 0.022, -0.141, 0.028, -0.013, 0.027, -0.019, 0.001, -0.018, 0.000, -0.007, 0.002, -0.003, 0.001, 0.000, 0.001, 0.000, 0.000, 0.000, 0.000, 0.000, 0.000, 0.000, 0.000, -0.002, -0.001, -0.001, 0.002, 0.000, -0.001, 0.000, -0.002, 0.000, 0.000, 0.000, 0.000, 0.000, 0.001, 0.000, -0.003, -0.001, -0.005, 0.022, 0.003, 0.000, 0.005, 0.010, -0.002, 0.003, -0.003, 0.004, -0.002, 0.001],
  "s2": 0.811,
  "lumo_ha": [-0.0219, -0.0181],
  "fmax_ev_per_a": 0.658,
  "orbital_gap_ev": [7.528, 7.642],
  "total_charge": 0,
  "e_homo_ev": [-8.123, -8.134],
  "multiplicity": 2,
  "molar_mass_da": 591.813
}


For reference, E_tot by record: -179228.0482 -93432.7460 eV.